Entry 1:
{
  "formula": "C48H46N7PPdS5",
  "method": "ωB97M-V with the def2-TZVPD basis set",
  "elements": ["Pd", "N", "S", "N", "S", "N", "S", "N", "C", "C", "C", "C", "C", "C", "C", "C", "C", "C", "C", "C", "C", "C", "C", "C", "C", "C", "C", "C", "C", "C", "C", "C", "C", "C", "C", "C", "C", "C", "C", "C", "C", "C", "C", "C", "H", "H", "H", "H", "H", "H", "H", "H", "H", "H", "H", "H", "H", "H", "H", "H", "H", "H", "H", "H", "H", "H", "H", "H", "H", "H", "H", "H", "H", "H", "S", "C", "C", "C", "C", "C", "C", "S", "H", "H", "H", "H", "C", "N", "C", "N", "C", "N", "C", "P", "C", "C", "H", "H", "H", "H", "H", "H", "H", "H", "H", "H", "H", "H"],
  "coordinates": [[0.7827, 0.9766, 0.3700], [-0.3557, 1.0487, 2.0962], [-0.6332, -0.1012, 3.0594], [-0.7339, -1.6412, 2.3611], [-1.9836, -2.4857, 2.8851], [-3.2946, -2.6035, 1.9180], [-3.2906, -2.1022, 0.3837], [-3.4456, -0.7157, -0.0122], [-4.6349, -3.1906, -0.2134], [-5.1019, -2.8989, -1.4877], [-6.1411, -3.6384, -2.0313], [-6.7281, -4.6594, -1.2923], [-6.2703, -4.9360, -0.0118], [-5.2195, -4.2034, 0.5298], [-1.8935, -2.9560, -0.3996], [-0.8680, -2.1437, -0.8487], [0.2602, -2.7178, -1.4180], [0.3392, -4.0964, -1.5544], [-0.7022, -4.9064, -1.1126], [-1.8196, -4.3371, -0.5211], [-1.2688, -4.1450, 2.7333], [0.0402, -4.3393, 2.3229], [0.5403, -5.6338, 2.2410], [-0.2566, -6.7194, 2.5738], [-1.5695, -6.5148, 2.9863], [-2.0754, -5.2268, 3.0647], [-2.9633, -0.9963, 5.8008], [-3.9404, -1.9884, 5.8502], [-3.6266, -3.2752, 6.2592], [-2.3268, -3.5913, 6.6307], [-1.3495, -2.6064, 6.6005], [-1.6654, -1.3190, 6.1938], [0.8843, -0.4105, 4.0709], [1.7285, 0.6727, 4.2618], [2.8266, 0.5629, 5.1033], [3.0782, -0.6288, 5.7698], [2.2240, -1.7107, 5.5905], [1.1270, -1.5983, 4.7469], [-3.2603, 0.3306, 5.2127], [-2.7223, 1.5002, 5.7431], [-2.9174, 2.7183, 5.1106], [-3.6472, 2.7860, 3.9314], [-4.1817, 1.6241, 3.3926], [-3.9929, 0.4068, 4.0281], [-4.6462, -2.0752, -2.0254], [-6.5002, -3.4152, -3.0292], [-7.5447, -5.2346, -1.7134], [-6.7313, -5.7267, 0.5693], [-4.8423, -4.3984, 1.5245], [-0.9494, -1.0725, -0.7148], [1.0765, -2.0795, -1.7316], [1.2232, -4.5451, -1.9925], [-0.6318, -5.9844, -1.2043], [-2.6222, -4.9617, -0.1458], [0.6289, -3.4738, 2.0393], [1.5560, -5.7889, 1.8971], [0.1401, -7.7260, 2.5067], [-2.1977, -7.3601, 3.2434], [-3.1003, -5.0485, 3.3699], [-4.9517, -1.7517, 5.5419], [-4.3957, -4.0387, 6.2692], [-2.0711, -4.6041, 6.9178], [-0.3243, -2.8461, 6.8547], [-0.8809, -0.5786, 6.1023], [1.5193, 1.5755, 3.6984], [3.5026, 1.4023, 5.2215], [3.9414, -0.7190, 6.4198], [2.4213, -2.6489, 6.0987], [0.4698, -2.4425, 4.5892], [-2.1295, 1.4510, 6.6493], [-2.4714, 3.6149, 5.5242], [-3.7578, 3.7278, 3.4080], [-4.7053, 1.6528, 2.4449], [-4.3332, -0.5050, 3.5499], [1.8749, 1.1583, -1.6607], [3.2943, 0.1375, -1.4870], [4.1900, 0.0107, -2.5518], [5.3068, -0.8062, -2.4675], [5.5430, -1.5179, -1.2942], [4.6668, -1.3916, -0.2285], [3.5384, -0.5649, -0.2943], [2.4834, -0.4391, 1.0996], [3.9896, 0.5691, -3.4601], [5.9850, -0.8878, -3.3098], [6.4081, -2.1666, -1.2087], [4.8433, -1.9390, 0.6912], [-3.8104, 3.2121, -0.8152], [-3.0688, 3.8399, 0.2793], [-2.4062, 5.0329, -0.2365], [-1.5464, 4.8063, -1.3987], [-2.3456, 4.1444, -2.4294], [-3.0024, 2.9183, -1.9961], [-2.0274, 1.8563, -1.7066], [-0.8526, 2.3264, -0.3665], [-2.0957, 2.8988, 0.8616], [-0.3801, 3.9828, -1.0374], [-4.6093, 3.8987, -1.1159], [-4.2553, 2.2826, -0.4556], [-1.8075, 5.4774, 0.5623], [-3.1813, 5.7478, -0.5330], [-1.7013, 3.9184, -3.2822], [-3.1209, 4.8479, -2.7514], [-1.4598, 1.6168, -2.6110], [-2.5372, 0.9356, -1.4043], [-1.5789, 3.3616, 1.7043], [-2.5961, 2.0177, 1.2606], [0.2620, 3.8425, -1.9106], [0.2165, 4.5089, -0.2877]],
  "atomic_forces_ev_per_a": [[0.029, -0.054, 0.059], [0.057, -0.201, -0.143], [0.068, 0.126, 0.297], [-0.035, 0.026, -0.226], [0.177, -0.066, 0.162], [-0.022, 0.126, -0.064], [-0.009, -0.156, 0.087], [-0.034, 0.252, -0.064], [-0.027, 0.048, -0.005], [-0.002, 0.014, 0.018], [-0.005, -0.006, 0.002], [0.003, 0.004, -0.005], [0.002, -0.012, 0.009], [0.025, -0.013, -0.018], [-0.018, 0.010, 0.055], [0.052, -0.043, 0.014], [0.012, 0.062, 0.021], [-0.015, -0.045, 0.013], [0.039, -0.001, 0.004], [-0.047, -0.002, -0.004], [-0.006, 0.027, -0.126], [-0.033, 0.049, -0.009], [0.005, -0.001, -0.014], [0.004, 0.006, -0.006], [0.001, 0.009, 0.000], [-0.011, 0.014, 0.000], [-0.004, -0.030, -0.014], [-0.037, -0.025, 0.036], [-0.018, 0.022, 0.008], [0.023, 0.011, -0.009], [-0.073, -0.029, 0.095], [-0.118, 0.054, 0.053], [0.026, -0.035, -0.147], [-0.007, -0.011, -0.072], [0.018, 0.011, -0.004], [-0.001, 0.002, 0.036], [-0.024, 0.004, -0.005], [0.163, -0.021, -0.164], [-0.005, 0.074, -0.034], [-0.041, -0.040, 0.071], [-0.006, 0.019, -0.039], [0.034, -0.030, 0.049], [-0.041, -0.001, 0.003], [0.019, -0.035, 0.002], [0.000, 0.006, 0.004], [0.001, 0.001, 0.002], [0.001, 0.001, 0.002], [0.001, 0.002, 0.000], [-0.002, 0.000, 0.017], [0.029, 0.039, 0.017], [0.041, 0.037, -0.003], [0.003, 0.008, -0.007], [-0.004, 0.001, -0.001], [0.027, -0.005, -0.007], [0.030, 0.025, 0.044], [-0.001, 0.003, 0.005], [-0.002, 0.000, 0.000], [-0.002, 0.002, -0.002], [-0.002, -0.003, 0.012], [0.008, 0.003, -0.032], [-0.002, -0.001, 0.001], [-0.003, -0.003, 0.006], [-0.015, 0.006, 0.025], [-0.050, 0.006, 0.048], [0.015, 0.018, -0.005], [-0.005, 0.004, 0.006], [0.001, -0.002, -0.005], [0.004, -0.005, -0.002], [0.016, -0.051, -0.067], [0.006, -0.008, 0.009], [-0.003, 0.004, 0.008], [-0.026, -0.006, -0.017], [0.008, -0.016, -0.005], [-0.030, 0.004, -0.020], [-0.002, 0.003, -0.049], [-0.013, -0.036, 0.012], [0.010, -0.012, -0.020], [-0.004, 0.012, 0.007], [-0.010, 0.018, 0.016], [0.039, -0.010, -0.008], [-0.042, 0.009, -0.005], [-0.057, -0.016, 0.035], [-0.005, -0.010, -0.003], [-0.002, -0.006, -0.002], [-0.001, -0.004, -0.004], [0.000, 0.003, -0.001], [-0.108, -0.046, 0.068], [0.034, 0.034, -0.076], [-0.039, -0.032, 0.041], [0.020, 0.019, -0.021], [-0.002, -0.037, -0.005], [-0.001, 0.019, -0.015], [0.171, -0.299, -0.151], [-0.181, 0.126, 0.215], [0.015, 0.006, 0.007], [0.031, -0.010, 0.008], [0.004, 0.007, -0.012], [0.033, -0.021, 0.000], [0.004, -0.002, 0.000], [0.004, 0.004, -0.007], [0.005, 0.003, -0.004], [-0.005, -0.004, 0.004], [0.036, 0.087, -0.008], [-0.091, 0.074, 0.113], [0.014, -0.033, -0.015], [0.004, -0.025, -0.073], [-0.010, 0.001, -0.016], [-0.009, -0.008, 0.014]],
  "orbital_gap_ev": 5.586,
  "energy_ev": -127896.35786,
  "multiplicity": 1,
  "largest_force_ha_per_bohr": 0.00730,
  "mol_weight_da": 1018.674,
  "charge": -2
}

***

Entry 2:
{
  "formula": "C48H47F7N3O3",
  "method": "ωB97M-V with the def2-TZVPD basis set",
  "elements": ["N", "C", "N", "C", "C", "O", "C", "C", "C", "O", "O", "N", "H", "H", "H", "H", "H", "H", "H", "H", "H", "H", "H", "H", "F", "C", "C", "C", "C", "C", "C", "H", "H", "H", "H", "H", "F", "C", "C", "C", "C", "C", "C", "H", "H", "H", "H", "H", "F", "C", "C", "C", "C", "C", "C", "H", "H", "H", "H", "H", "F", "C", "C", "C", "C", "C", "C", "H", "H", "H", "H", "H", "F", "C", "C", "C", "C", "C", "C", "H", "H", "H", "H", "H", "F", "C", "C", "C", "C", "C", "C", "H", "H", "H", "H", "H", "F", "C", "C", "C", "C", "C", "C", "H", "H", "H", "H", "H"],
  "coordinates": [[2.6174, 2.9143, 3.3168], [2.2642, 3.5082, 2.1631], [3.1502, 3.5569, 1.1628], [3.0657, 4.7054, 0.2019], [1.7068, 5.3701, 0.1617], [0.9372, 4.6698, -0.7735], [1.1044, 5.4360, 1.5469], [-0.2410, 6.1463, 1.6268], [-0.3078, 6.9616, 2.9029], [-0.9780, 6.6317, 3.8630], [0.4341, 8.1222, 2.8948], [1.0242, 4.0190, 2.0409], [3.1657, 2.0755, 3.3071], [2.2795, 3.2830, 4.1868], [4.0538, 3.6076, 1.6203], [3.8429, 5.4323, 0.3909], [3.2532, 4.3124, -0.7871], [1.8348, 6.3984, -0.1777], [0.0923, 5.0946, -0.9301], [1.8145, 5.9434, 2.1994], [-1.0540, 5.4370, 1.6726], [-0.3878, 6.8119, 0.7853], [1.3559, 7.9394, 3.0785], [0.5553, 3.9739, 2.9389], [-2.4808, 4.8046, -2.8527], [-1.8398, 3.6775, -3.2380], [-1.3988, 2.8027, -2.2675], [-0.7371, 1.6474, -2.6568], [-0.5200, 1.3907, -4.0038], [-0.9713, 2.2869, -4.9632], [-1.6421, 3.4402, -4.5826], [-1.5731, 3.0284, -1.2227], [-0.3900, 0.9474, -1.9076], [-0.0015, 0.4913, -4.3050], [-0.8007, 2.0881, -6.0120], [-2.0075, 4.1484, -5.3140], [6.0975, 3.7279, 1.4441], [6.6380, 2.5352, 1.0442], [7.0312, 1.6319, 2.0074], [7.5717, 0.4214, 1.5987], [7.7145, 0.1429, 0.2466], [7.3134, 1.0731, -0.7021], [6.7649, 2.2832, -0.3039], [6.9205, 1.8750, 3.0565], [7.8836, -0.3030, 2.3379], [8.1405, -0.7995, -0.0675], [7.4289, 0.8588, -1.7550], [6.4416, 3.0208, -1.0269], [-1.5398, -1.4239, -5.3256], [-2.6130, -1.8736, -4.6358], [-3.1255, -1.1034, -3.6106], [-4.2281, -1.5672, -2.9086], [-4.7956, -2.7919, -3.2306], [-4.2628, -3.5547, -4.2615], [-3.1660, -3.0921, -4.9742], [-2.6658, -0.1549, -3.3691], [-4.6431, -0.9686, -2.1087], [-5.6536, -3.1526, -2.6795], [-4.6994, -4.5089, -4.5124], [-2.7422, -3.6671, -5.7873], [2.2624, 2.5872, 6.1960], [1.4969, 1.5083, 6.5401], [0.6682, 1.6122, 7.6362], [-0.1170, 0.5216, 7.9802], [-0.0521, -0.6468, 7.2335], [0.7967, -0.7279, 6.1390], [1.5785, 0.3601, 5.7830], [0.6387, 2.5313, 8.2060], [-0.7811, 0.5866, 8.8303], [-0.6659, -1.4949, 7.5033], [0.8494, -1.6384, 5.5581], [2.2414, 0.3147, 4.9288], [1.5553, -1.7467, 1.5331], [1.5940, -2.2246, 0.2615], [2.6660, -2.9989, -0.1306], [2.6967, -3.4840, -1.4311], [1.6683, -3.1841, -2.3148], [0.6025, -2.4002, -1.8950], [0.5599, -1.9188, -0.5968], [3.4601, -3.2171, 0.5714], [3.5261, -4.0982, -1.7536], [1.6980, -3.5614, -3.3278], [-0.2000, -2.1608, -2.5815], [-0.2616, -1.3151, -0.2543], [-2.2422, -1.7324, 0.5224], [-2.8363, -1.2402, 1.6283], [-4.2026, -1.0498, 1.6442], [-4.7896, -0.5396, 2.7939], [-4.0085, -0.2226, 3.8982], [-2.6358, -0.4227, 3.8529], [-2.0423, -0.9393, 2.7128], [-4.7913, -1.2977, 0.7712], [-5.8597, -0.3897, 2.8269], [-4.4702, 0.1773, 4.7906], [-2.0160, -0.1751, 4.7054], [-0.9740, -1.1100, 2.6594], [-5.0885, -6.3302, -5.4859], [-4.6524, -7.5879, -5.2400], [-3.3026, -7.8554, -5.3328], [-2.8595, -9.1443, -5.0763], [-3.7658, -10.1404, -4.7411], [-5.1197, -9.8470, -4.6575], [-5.5718, -8.5593, -4.9044], [-2.6143, -7.0654, -5.6023], [-1.8041, -9.3706, -5.1392], [-3.4165, -11.1448, -4.5456], [-5.8276, -10.6226, -4.4004], [-6.6217, -8.3076, -4.8389]],
  "atomic_forces_ev_per_a": [[-0.261, 0.047, -0.690], [-0.192, -0.931, 0.096], [0.117, 1.720, 0.906], [-0.350, -0.791, -0.763], [0.015, 0.392, -0.339], [-0.058, -0.526, 0.166], [-0.312, -0.541, -0.349], [-0.053, 0.052, 0.504], [-1.064, -0.404, 1.665], [1.171, 0.568, -1.625], [-0.534, -0.312, -0.109], [0.703, 1.403, 0.794], [0.464, 0.020, 0.151], [-0.335, -0.456, 0.350], [0.507, -0.653, -0.521], [0.250, 0.011, 0.517], [0.042, -0.098, -0.263], [0.243, 0.230, 0.001], [-0.256, 0.157, -0.089], [0.223, 0.267, -0.034], [-0.215, -0.254, -0.177], [0.056, 0.142, -0.237], [0.369, 0.110, 0.097], [-0.465, -0.239, -0.106], [0.034, 0.034, 0.030], [0.067, -0.155, -0.065], [-0.044, 0.042, 0.227], [0.067, 0.044, -0.119], [0.109, -0.021, 0.040], [0.005, -0.012, 0.120], [-0.052, 0.125, -0.135], [-0.047, -0.035, -0.006], [0.013, 0.000, 0.014], [-0.022, -0.022, -0.015], [-0.026, -0.007, -0.023], [-0.008, 0.012, 0.019], [-0.111, 0.028, 0.029], [0.141, -0.267, -0.085], [-0.096, 0.097, 0.244], [-0.015, 0.000, -0.126], [0.011, -0.026, -0.002], [0.014, -0.061, 0.101], [-0.118, 0.207, -0.125], [0.027, 0.021, -0.010], [0.016, 0.007, 0.028], [0.009, -0.008, -0.008], [-0.014, 0.009, -0.023], [0.036, 0.014, 0.009], [0.027, -0.004, 0.008], [-0.274, -0.119, 0.166], [0.150, 0.228, 0.041], [-0.009, -0.159, -0.057], [-0.015, 0.016, 0.037], [-0.007, 0.147, 0.119], [0.124, -0.110, -0.160], [-0.012, 0.018, -0.046], [0.017, 0.030, 0.006], [-0.009, -0.011, -0.005], [0.019, 0.059, -0.002], [0.009, 0.014, -0.002], [0.010, 0.004, -0.108], [-0.190, -0.178, 0.168], [-0.006, 0.233, 0.088], [0.054, -0.055, -0.119], [-0.050, -0.046, 0.006], [-0.103, -0.017, 0.058], [0.167, 0.100, -0.213], [0.013, 0.003, -0.013], [0.010, 0.014, 0.031], [0.005, -0.017, 0.009], [0.013, -0.007, -0.020], [0.028, -0.040, 0.023], [0.010, 0.026, -0.018], [0.046, -0.103, -0.211], [0.143, -0.033, 0.148], [-0.111, 0.072, -0.031], [0.038, -0.027, -0.007], [0.097, -0.058, -0.112], [0.014, 0.193, 0.060], [-0.022, -0.011, 0.014], [0.025, -0.006, 0.012], [-0.007, -0.006, -0.007], [-0.040, -0.018, 0.020], [-0.080, 0.059, 0.057], [-0.226, -0.039, -0.072], [-0.075, 0.060, 0.142], [-0.098, -0.034, -0.164], [0.126, 0.015, 0.066], [-0.043, 0.009, -0.004], [-0.063, 0.059, 0.053], [0.304, 0.015, 0.053], [0.016, -0.029, 0.001], [-0.020, 0.001, -0.019], [-0.006, -0.001, 0.008], [-0.021, -0.017, 0.041], [-0.011, -0.024, -0.030], [-0.033, -0.142, -0.081], [0.064, -0.184, 0.034], [0.126, 0.156, -0.042], [-0.105, -0.041, 0.021], [0.024, -0.045, 0.011], [0.107, 0.026, -0.014], [-0.197, 0.048, 0.014], [-0.019, 0.013, 0.006], [0.020, 0.010, -0.017], [-0.001, -0.011, 0.000], [-0.024, 0.000, 0.012], [0.006, 0.020, -0.023]],
  "orbital_gap_ev": 7.652,
  "energy_ev": -80167.64344,
  "multiplicity": 1,
  "largest_force_ha_per_bohr": 0.04048,
  "mol_weight_da": 846.908,
  "charge": 1
}